96
Properties=species:S:1:pos:R:3:lowdin_spin:R:1 method="wB97M-V/def2-TZVPD" spin_multiplicity=3 lumo_ev="-6.8 / -7.2" charge=+2 homo_ev="-13.3 / -13.3" orbital_gap_ev="6.524 / 6.144" s_squared=2.02
W 1.218 0.484 0.061 1.5051
C 3.391 2.055 -4.418 -0.0018
C 4.497 1.756 -3.713 0.0006
C 5.491 2.790 -3.241 0.0003
C 4.992 4.222 -2.944 -0.0001
C 3.568 4.460 -2.498 0.0008
C 2.582 4.741 -3.368 0.0022
C 2.607 4.501 -4.849 0.0002
C 3.345 3.228 -5.347 -0.0003
C -0.758 0.992 0.907 0.0229
H 2.542 1.357 -4.457 0.0001
H 4.818 0.714 -3.548 0.0000
H 6.289 2.886 -3.999 0.0001
H 5.968 2.393 -2.329 0.0001
H 5.623 4.597 -2.131 0.0000
H 5.171 4.828 -3.845 0.0000
H 3.425 4.683 -1.434 0.0004
H 1.784 5.444 -3.092 0.0000
H 3.104 5.346 -5.341 0.0001
H 1.573 4.486 -5.231 0.0001
H 2.869 2.920 -6.292 0.0000
H 4.390 3.522 -5.536 0.0000
H -1.565 0.569 0.313 0.0022
H -1.062 1.890 1.440 0.0028
H -0.432 0.276 1.716 0.0006
P 2.027 -0.866 -1.615 0.0427
P 0.193 2.630 -0.330 0.0272
C 2.324 0.981 -1.569 0.0991
C 1.816 2.226 -0.958 0.0547
C 3.662 -1.537 -1.077 0.0324
C 4.964 -1.005 -1.208 0.0093
C 6.054 -1.767 -0.749 0.0007
C 5.853 -2.946 -0.014 0.0093
C 4.542 -3.334 0.317 -0.0009
C 3.471 -2.643 -0.236 0.0153
C 1.512 -1.211 -3.283 -0.0031
C 0.398 -0.525 -3.814 0.0045
C -0.063 -0.863 -5.094 -0.0004
C 0.587 -1.855 -5.850 0.0036
C 1.722 -2.504 -5.317 -0.0003
C 2.182 -2.195 -4.035 0.0013
C 0.695 3.745 1.021 0.0130
C 1.610 3.212 1.950 0.0245
C 1.627 3.744 3.252 0.0041
C 0.823 4.856 3.550 -0.0004
C 0.040 5.476 2.561 0.0028
C -0.001 4.941 1.270 0.0005
C -0.937 3.411 -1.493 0.0023
C -2.275 2.971 -1.534 0.0012
C -3.186 3.649 -2.343 0.0002
C -2.775 4.719 -3.155 0.0010
C -1.426 5.107 -3.165 0.0000
C -0.516 4.456 -2.333 -0.0006
H 3.228 1.080 -2.153 0.0037
H 2.508 3.062 -0.876 0.0115
H 5.130 -0.021 -1.662 0.0004
H 7.076 -1.433 -0.966 -0.0001
H 6.700 -3.573 0.281 0.0005
H 4.359 -4.184 0.981 -0.0002
H 2.454 -2.954 -0.014 0.0015
H -0.111 0.266 -3.244 0.0011
H -0.951 -0.367 -5.509 -0.0001
H 0.223 -2.121 -6.855 0.0002
H 2.234 -3.277 -5.900 -0.0001
H 3.061 -2.682 -3.603 0.0000
H 2.280 2.369 1.691 0.0212
H 2.269 3.286 4.012 0.0002
H 0.837 5.254 4.570 0.0000
H -0.544 6.368 2.795 0.0002
H -0.556 5.424 0.465 -0.0001
H -2.574 2.137 -0.888 0.0000
H -4.236 3.356 -2.332 0.0000
H -3.493 5.261 -3.774 0.0001
H -1.075 5.927 -3.797 0.0000
H 0.533 4.741 -2.272 -0.0003
C -0.075 -5.001 1.003 -0.0001
C -0.610 -3.803 0.260 0.0018
C -1.210 -4.276 -1.053 0.0009
O 0.438 -2.886 0.008 0.0149
B -0.024 -1.548 0.147 0.0538
O -1.403 -1.638 0.592 0.0077
C -1.661 -2.949 1.050 -0.0001
C -3.092 -3.372 0.787 0.0001
C -1.508 -3.007 2.565 0.0004
H 0.669 -5.518 0.392 0.0000
H -0.887 -5.711 1.202 0.0000
H 0.374 -4.722 1.962 0.0000
H -0.440 -4.714 -1.692 0.0000
H -1.945 -5.067 -0.867 0.0003
H -1.709 -3.469 -1.602 0.0000
H -3.210 -4.413 1.111 0.0000
H -3.797 -2.776 1.373 0.0000
H -3.377 -3.315 -0.265 0.0000
H -0.514 -2.719 2.918 0.0001
H -2.255 -2.350 3.033 0.0000
H -1.709 -4.026 2.929 0.0000

60
Properties=species:S:1:pos:R:3:nbo_charge:R:1 method="wB97M-V/def2-TZVPD" lumo_ev=-2.5 charge=+1 homo_ev=-10.4 orbital_gap_ev=7.884
Cd -1.166 1.138 -0.012 1.4975
C 4.929 -2.409 1.070 -0.1896
C 3.960 -2.172 2.036 -0.1921
C 2.739 -1.632 1.666 -0.2280
C 2.473 -1.345 0.327 -0.2541
C 3.447 -1.586 -0.637 -0.2223
C 4.671 -2.119 -0.262 -0.2027
P 0.850 -0.612 -0.055 0.6986
C 1.085 0.093 -1.735 -0.3841
C 0.502 -0.427 -2.887 -0.1547
C 0.665 0.225 -4.103 -0.2020
C 1.410 1.393 -4.179 -0.2010
C 1.995 1.919 -3.033 -0.2219
C 1.821 1.282 -1.815 -0.2303
C -0.255 -2.050 -0.324 -0.3682
C 0.289 -3.308 -0.422 -0.1830
C -0.520 -4.453 -0.536 -0.2197
C -1.876 -4.327 -0.514 -0.1444
C -2.486 -3.055 -0.409 -0.0936
C -3.896 -2.939 -0.396 -0.1694
C -4.494 -1.715 -0.351 -0.2152
C -3.704 -0.548 -0.316 -0.2494
C -2.330 -0.610 -0.306 -0.5363
C -1.683 -1.880 -0.338 -0.0100
H 5.888 -2.818 1.359 0.2260
H 4.163 -2.399 3.074 0.2233
H 1.979 -1.439 2.414 0.2123
H 3.247 -1.370 -1.679 0.2241
H 5.428 -2.311 -1.010 0.2259
H -0.073 -1.343 -2.835 0.2250
H 0.212 -0.184 -4.996 0.2266
H 1.539 1.892 -5.130 0.2271
H 2.586 2.824 -3.092 0.2254
H 2.281 1.683 -0.917 0.2225
H 1.364 -3.431 -0.402 0.2245
H -0.057 -5.426 -0.636 0.2263
H -2.515 -5.199 -0.588 0.2196
H -4.491 -3.844 -0.427 0.2182
H -5.573 -1.628 -0.347 0.2228
H -4.213 0.408 -0.300 0.2058
C -1.317 -0.703 3.385 -0.6581
C -1.172 0.779 3.445 0.0996
N -1.095 1.559 2.409 -0.5679
C -1.010 2.888 2.752 0.1487
C -1.000 3.121 4.091 -0.4325
S -1.114 1.642 4.943 0.4919
C -0.940 3.875 1.676 0.0904
C -0.906 5.228 1.802 -0.4224
S -0.821 5.968 0.261 0.5231
C -0.844 4.423 -0.492 0.0973
N -0.907 3.443 0.365 -0.5796
C -0.791 4.253 -1.971 -0.6732
H -1.241 -1.038 2.353 0.2457
H -2.288 -1.010 3.776 0.2509
H -0.546 -1.191 3.982 0.2407
H -0.939 4.063 4.609 0.2558
H -0.925 5.815 2.705 0.2606
H -0.728 5.218 -2.468 0.2463
H -1.684 3.736 -2.326 0.2476
H 0.076 3.652 -2.254 0.2555

17
Properties=species:S:1:pos:R:3:nbo_charge:R:1 method="wB97M-V/def2-TZVPD" lumo_ev=1.2 homo_ev=-9.1 smiles=C1C[C@H]2[C@@H]1[C@H]1C[C@@H]21 orbital_gap_ev=10.330
C -0.964 0.998 1.007 -0.4288
C 0.230 0.193 1.424 -0.2236
C -1.036 -0.496 0.935 -0.2266
C -0.270 -1.057 -0.279 -0.2003
C -0.202 -0.174 -1.556 -0.4146
C 1.157 0.418 -1.059 -0.4123
C 1.031 -0.391 0.244 -0.2115
H -1.520 1.436 1.832 0.2235
H -0.956 1.617 0.113 0.2085
H 0.616 0.253 2.437 0.2160
H -1.771 -1.052 1.511 0.2169
H -0.357 -2.138 -0.418 0.2128
H -1.040 0.520 -1.677 0.2053
H -0.113 -0.749 -2.482 0.2099
H 1.985 0.064 -1.683 0.2084
H 1.288 1.493 -0.909 0.2052
H 1.923 -0.934 0.558 0.2111

Table of total energy (eV), in record order: -68464.558; -69999.215; -7418.463